The following is a DFT calculation (the ωB97M-V functional and the def2-TZVPD basis) of a structure of composition C21H33GeNO3SV.

Structure (XYZ):
```
61
Properties=species:S:1:pos:R:3
V 0.52795 1.07451 -1.73170
C -1.61846 3.97466 -1.27826
C -0.66549 3.53009 -0.19136
C 0.40205 4.55290 0.12331
C -1.35977 2.98014 1.03246
O 0.09620 2.34776 -0.79009
Ge -1.87295 -1.35315 3.81939
O -0.84945 -2.45007 4.51631
C -0.31346 -3.52856 5.48799
C 0.49819 -2.76798 6.50941
C -1.53854 -4.19631 6.06777
C 0.51665 -4.44678 4.62318
O -0.52471 -0.19323 -1.69514
C -1.75017 -1.07198 -1.77785
C -1.36241 -2.34955 -1.06653
C -1.98927 -1.27355 -3.25947
C -2.86758 -0.31166 -1.09682
H -2.23014 4.78978 -0.89027
H -1.07834 4.34606 -2.14867
H -2.28891 3.16609 -1.57332
H -0.08561 5.45263 0.50061
H 1.08842 4.19339 0.88888
H 0.96027 4.82640 -0.77115
H -1.87421 3.80020 1.53415
H -2.10312 2.23006 0.75993
H -0.63685 2.56047 1.73226
H -0.11061 -2.03435 7.03718
H 0.87233 -3.47935 7.24634
H 1.35453 -2.27525 6.05124
H -2.14645 -3.49172 6.63585
H -2.14006 -4.66949 5.29184
H -1.21079 -4.97643 6.75541
H 1.35983 -3.91824 4.18053
H 0.91261 -5.24382 5.25302
H -0.08517 -4.90703 3.84047
H -0.53793 -2.85124 -1.57110
H -1.08104 -2.15200 -0.03116
H -2.22024 -3.02283 -1.06937
H -1.09877 -1.66289 -3.75203
H -2.78937 -2.00360 -3.38558
H -2.29810 -0.34688 -3.74302
H -2.76924 -0.33674 -0.01109
H -2.89536 0.72576 -1.43125
H -3.82034 -0.76812 -1.36561
S 1.83856 1.54271 -5.61067
C 0.24120 2.12687 -5.74770
C -0.42561 2.15136 -4.55980
C 0.40161 1.68916 -3.51392
C 1.68614 1.30932 -3.92587
C 2.79463 0.84429 -3.07141
C 4.08934 0.62136 -3.50268
C 5.04969 0.25542 -2.57167
C 4.70910 0.12466 -1.22743
C 3.40475 0.34227 -0.85252
N 2.47228 0.68121 -1.76107
H -0.13051 2.42247 -6.71806
H -1.44698 2.48086 -4.44542
H 4.34856 0.74703 -4.54526
H 6.06899 0.08236 -2.89199
H 5.44710 -0.14028 -0.48434
H 3.07508 0.25086 0.17308
```

Properties
Max |F| ... 0.61 eV Å⁻¹
Net charge ... +3
E_HOMO ... -17.29 eV
ΔE to the lowest compared entry with this formula, charge and spin ... 6.5 kcal per mole